C33H27IrN6OP as an isolated structure. Source: OMol25; level of theory: ωB97M-V/def2-TZVPD.

```
69
Properties=species:S:1:pos:R:3:lowdin_charge:R:1
H -4.32865 2.21297 2.39724 0.13
C 2.75119 -3.55298 4.34917 0.02
H 0.97660 1.51775 2.28615 0.09
H -0.92350 -1.35522 3.05611 0.14
N -1.69287 -1.35042 -0.13027 -0.22
H -4.27554 4.64565 -1.10201 0.12
H 5.73234 -3.73018 2.74467 0.13
H -0.24392 3.63486 1.58122 0.10
C 0.13317 1.98732 5.52291 -0.03
H -1.31509 -2.29271 -1.75724 0.13
N -0.39999 0.93158 -1.66821 -0.06
C -5.87544 -0.79144 2.17685 0.00
C 2.69914 -2.31235 2.25842 -0.08
C 2.08353 -2.76230 3.42529 -0.15
O -1.07871 -2.40944 -0.82149 -0.01
C 0.09148 -1.62646 2.79474 -0.11
H 0.58677 2.21303 6.47887 0.13
C 0.92731 1.86319 4.38947 -0.04
N 0.60036 -1.17320 1.66097 -0.04
C -2.07693 2.84798 0.75041 -0.36
H -2.97692 -2.79407 0.41448 0.16
Ir -0.27916 -0.02379 0.18473 1.27
C -3.40217 0.43135 1.63873 -0.28
C -1.11548 3.83753 0.97154 -0.07
C -2.71654 -1.74812 0.55083 -0.02
H 4.51521 -2.32738 1.11196 0.13
N 1.60997 -0.30480 -0.48321 -0.16
C -4.84821 -1.52817 1.60809 0.02
C -5.68071 0.55343 2.44564 0.01
C -2.41870 5.39026 -0.31950 -0.03
H -0.54742 5.87104 0.61379 0.12
C 4.70374 -3.45250 2.92769 -0.01
C -0.10111 2.11085 -4.17098 0.02
N 2.50816 -1.04878 0.25085 0.12
C -4.45324 1.16009 2.17750 -0.07
H -6.48116 1.14151 2.87543 0.14
C -1.44192 1.45219 -2.30262 -0.08
H 0.28751 -2.67911 4.48985 0.19
C 1.00275 1.54047 -3.52333 0.05
C 1.94525 -1.48983 1.33421 -0.24
C -1.28699 5.10322 0.43076 -0.03
H -3.98334 2.39607 -0.16916 0.11
H 0.01527 2.57652 -5.14053 0.14
H 4.60155 -4.51018 4.79844 0.13
N 0.75037 -2.37790 3.64184 0.18
C 0.34314 1.58249 3.16493 -0.14
C -1.24299 1.83358 5.42891 -0.03
C -3.61953 -0.92570 1.31774 -0.20
C -1.04404 1.42747 3.06093 -0.37
C 4.06394 -3.89368 4.09071 0.00
C 4.03260 -2.66931 2.01627 0.02
H -2.90647 1.43731 4.16068 0.10
H 1.98386 1.54595 -3.97959 0.14
C -3.21375 3.14259 -0.00845 -0.11
C -1.83374 1.55796 4.20451 -0.06
H -6.82462 -1.26248 2.39278 0.13
H -2.21533 2.45564 -4.03003 0.13
H -2.39233 1.39870 -1.79505 0.11
C 1.91711 0.26318 -1.59427 0.03
C -3.38307 4.41172 -0.53662 -0.04
C 0.82217 0.95649 -2.29533 -0.23
H -2.56099 6.38460 -0.72170 0.13
H 2.25421 -3.89629 5.24807 0.13
H -5.00754 -2.56981 1.35695 0.13
H -1.86175 1.93363 6.31043 0.13
C -1.33091 2.04946 -3.55953 0.02
H 1.99860 1.99798 4.45853 0.12
H 2.91940 0.18616 -2.00755 0.16
P -1.78618 1.20764 1.42789 0.98
```

Properties
ΔE to the lowest compared entry with this formula, charge and spin, kcal per mole: 31.7
Charge: +3
Kohn-Sham gap, eV: 6.26
F_max, Eh/bohr: 0.0180

***

C33H27N6O4RuS2 as an isolated structure. Source: OMol25; level of theory: ωB97M-V/def2-TZVPD.

```
73
Properties=species:S:1:pos:R:3:lowdin_spin:R:1
C 3.21272 -4.32213 0.84834 0.00
N -2.45605 4.29658 -0.64480 0.00
C 2.68112 1.16708 4.20031 0.00
C 1.54729 0.40055 4.08616 0.00
C -1.98653 3.60676 -5.27146 0.00
C -1.49351 0.36747 -2.55428 0.00
C -1.81482 3.15101 -0.25169 0.00
C -2.83335 -2.73954 0.52099 0.00
C -3.07563 -1.78050 -0.53035 0.02
H -3.97343 3.76107 -4.47485 0.00
C -0.88734 -1.21577 4.04477 0.00
H -2.21908 -5.44470 3.19395 0.00
H 2.96290 2.09890 0.94176 0.00
C 2.72668 -2.23648 -0.22569 0.00
H -4.53520 -4.69659 2.71560 0.00
C -3.03735 3.21819 -4.45231 0.00
C -2.89037 2.14117 -3.59081 0.00
H 3.16869 1.29204 5.15676 0.00
H 0.03014 2.26805 -0.03133 0.00
H 0.30591 1.29706 -4.32819 0.00
C 4.09601 -1.95285 -0.18161 0.00
C 2.56621 1.63462 1.83647 0.00
O -0.46258 -2.65569 0.15764 -0.02
C 5.02391 -2.81212 0.38723 0.00
N -2.12855 -1.16513 -1.13243 -0.01
H -3.69129 1.83813 -2.92990 0.00
N 1.92972 -1.23988 -0.83328 0.04
Ru -0.29236 -0.71952 -0.25798 0.85
S -2.59034 1.78424 0.28542 0.03
H -0.11390 -1.79661 4.54613 0.00
C 3.19170 1.78000 3.05121 0.00
O -0.28959 0.22719 -2.05613 0.02
O -0.99881 -0.68502 1.76899 0.01
N -0.43792 3.12993 -0.35225 0.00
H 5.26817 -4.69911 1.36101 0.00
C -0.62682 1.84677 -4.36342 0.00
H 2.97814 1.43083 -2.35226 0.00
C 4.56780 -4.00570 0.91463 0.00
C -0.33493 5.30495 -1.19404 0.00
H -1.71037 -1.86429 3.75700 0.00
C -1.31917 -4.12879 1.77748 0.00
H 2.87087 -5.27262 1.23846 0.00
H -4.09138 -1.59169 -0.86982 0.00
C -2.39559 -4.68091 2.44628 0.01
C 1.39062 0.86700 1.69860 0.00
C -0.78161 2.91557 -5.23183 0.00
C 2.70566 -0.29503 -1.31714 0.00
H 6.07612 -2.55996 0.40649 0.00
C -0.34001 -0.56351 2.80595 0.00
H 1.35958 4.01701 -0.83396 0.00
H 0.21064 6.15756 -1.56481 0.00
N -2.49937 -0.36088 -2.20577 0.00
C -1.74271 5.29765 -1.08347 0.00
C -3.70121 -4.26632 2.17894 0.00
O 0.84000 0.82227 0.50856 0.02
H -4.91241 -2.98117 0.96161 0.00
H 1.14127 -0.07118 4.97092 0.00
H -0.30442 -4.44613 1.98414 0.00
N 2.31055 0.74110 -2.06438 0.00
H -2.30413 6.17833 -1.38380 0.00
S 4.41298 -0.44989 -0.98860 0.00
C 0.88617 0.22621 2.85739 0.00
C -1.51566 -3.13478 0.81169 0.00
C -1.68278 1.45340 -3.54507 0.00
C -3.90781 -3.30530 1.20888 0.00
H 0.03487 3.20991 -5.87891 0.00
C 0.28796 4.16373 -0.80292 0.00
H 4.09496 2.37457 3.11585 0.00
H -2.10418 4.44951 -5.94101 0.00
H -1.25244 -0.46042 4.74385 0.00
H 1.32094 0.84613 -2.27907 0.00
H 1.24495 -3.70452 0.22735 0.00
C 2.28974 -3.45785 0.28289 0.00
```

Properties
ΔE to the lowest compared entry with this formula, charge and spin, kcal per mole: 0.0
Charge: 0
Kohn-Sham gap (spin up / spin down), eV: 7.10 / 7.05
Multiplicity: 2
F_max, Eh/bohr: 0.0201

***

C33H28AsBCoN7O3S2 as an isolated structure. Source: OMol25; level of theory: ωB97M-V/def2-TZVPD.

```
76
Properties=species:S:1:pos:R:3:lowdin_spin:R:1
C -1.46039 -1.47401 -4.64122 0.08
H -2.79636 3.99307 1.86358 0.00
H -1.18368 -5.37275 1.86446 0.00
N -2.39512 -1.22387 1.93255 0.01
H 3.21487 -0.56246 3.40458 0.00
C 1.52284 -6.02523 -0.09555 0.00
C 0.09095 2.74736 -0.39402 0.01
C -0.12460 6.97815 0.63429 0.00
H 3.47679 -2.38499 0.18043 0.00
C -0.96426 6.00986 1.21878 0.00
C 0.08763 4.07360 0.02921 0.00
B -1.42362 -1.47380 3.08502 0.00
H 2.24755 -6.84376 -0.31043 0.00
C 1.13272 -1.35840 3.48232 0.01
H -3.29089 -0.65737 -1.13098 0.01
H 0.08666 -4.41207 -5.49670 0.01
H 0.92679 4.69386 -0.25555 0.00
O -3.77549 9.23013 2.92951 0.00
Co -0.30235 -0.26451 -0.14193 2.66
H -1.56161 -2.59507 3.51132 0.00
C 0.79006 -3.77153 -0.40002 0.01
O -4.07277 7.17934 4.22010 0.00
N 0.05617 -1.22478 2.65351 0.01
N -1.26127 8.56298 2.01759 0.00
C -1.99004 3.69084 1.19490 0.00
C -3.73339 -1.54905 1.98728 0.01
C -0.77686 -1.22747 -3.42759 0.07
C -1.89086 2.36761 0.80377 0.00
H -0.89934 -3.09615 0.78839 0.00
C 5.47948 -1.73298 -2.52972 0.00
C 0.49354 -3.31367 -3.72606 -0.01
N 0.45019 -0.36643 1.62676 0.06
C 0.16402 -2.18880 -2.97062 0.09
C 4.50889 -1.40338 -3.43875 0.00
C 3.15229 -1.39693 -3.03690 0.00
O -2.05852 8.57887 4.55166 0.00
C 5.13531 -2.11811 -1.20492 0.00
H 5.88762 -2.32505 -0.48612 0.00
S -1.08981 0.12432 -2.37603 0.63
C -3.20169 -0.89660 -0.07647 0.02
H 4.76420 -1.04822 -4.47262 0.00
H -1.73582 -0.73943 4.01363 0.00
C -1.95296 7.57363 2.46386 0.00
H -4.21025 -1.82179 2.91078 0.00
H 6.52843 -1.68040 -2.80742 0.00
C 1.73528 -4.75967 -0.59093 0.00
As 0.95764 -1.94498 -1.20360 0.05
C -0.38969 8.26229 1.03368 0.00
C -0.18843 -3.95472 0.56433 0.00
H 0.14685 9.11799 0.73708 0.00
C 3.82178 -2.15719 -0.82912 0.00
N -0.86237 1.89732 0.05312 0.05
C 0.46976 -6.22591 0.83302 0.00
H 0.91671 2.33449 -1.05691 0.00
C -4.26694 -1.38344 0.71534 0.00
C 2.17526 -0.59923 3.02391 0.01
H -1.65090 -2.69285 -6.38000 0.00
H 0.69191 6.66167 -0.02817 0.00
N -2.09523 -0.91526 0.64511 0.05
H -2.16074 -0.70717 -4.96671 0.00
H -5.30602 -1.42385 0.46191 0.00
C -1.15267 -2.62441 -5.40213 -0.01
C 1.70755 0.00200 1.84368 0.02
S -3.16174 8.15546 3.67638 0.00
H 2.23898 0.64661 1.11885 0.00
H -2.66012 1.64765 1.11563 0.00
C -0.42139 -5.20632 1.14926 0.00
C 2.82448 -1.82882 -1.77233 0.01
H 2.56036 -4.55827 -1.26146 0.00
H 2.32671 -1.16162 -3.77277 0.00
C -0.92873 4.57035 0.85242 0.00
N -1.91252 6.28171 2.12330 0.00
H 0.30808 -7.23743 1.22806 0.00
C -0.11844 -3.49172 -4.95271 0.10
H 1.09784 -2.00370 4.38427 0.00
H 1.25170 -3.95557 -3.29117 0.00
```

Properties
Charge: 0
Kohn-Sham gap (spin up / spin down), eV: 5.64 / 2.49
Multiplicity: 5
F_max, Eh/bohr: 0.0704